{"formula": "C16H32F3NO2Si", "method": "wB97M-V/def2-TZVPD", "elements": ["H", "N", "C", "C", "Si", "C", "C", "C", "C", "C", "C", "C", "C", "O", "C", "C", "O", "C", "C", "C", "C", "F", "F", "F", "H", "H", "H", "H", "H", "H", "H", "H", "H", "H", "H", "H", "H", "H", "H", "H", "H", "H", "H", "H", "H", "H", "H", "H", "H", "H", "H", "H", "H", "H", "H"], "xyz": [[-1.558, 1.761, -5.231], [-2.304, 1.109, -4.987], [-1.836, 0.205, -4.258], [-0.390, 0.146, -3.846], [-0.064, 0.215, -1.988], [-0.104, -1.524, -1.234], [-0.871, -1.611, 0.084], [-1.023, -3.049, 0.619], [0.043, -3.390, 1.657], [-0.197, -2.697, 3.010], [1.107, -2.214, 3.659], [1.483, -0.793, 3.215], [2.524, -0.762, 2.117], [3.772, -1.238, 2.589], [4.851, -0.530, 2.018], [-1.109, 1.478, -1.042], [-2.056, 2.145, -1.878], [-1.975, 3.558, -1.829], [-2.412, 4.190, -0.502], [-3.424, 3.359, 0.265], [1.774, 0.820, -1.800], [2.046, 1.328, -0.599], [2.681, -0.110, -2.091], [2.010, 1.839, -2.667], [-2.548, -0.538, -3.913], [-0.002, -0.821, -4.172], [0.210, 0.879, -4.366], [0.924, -1.831, -1.049], [-0.484, -2.234, -1.963], [-0.336, -1.028, 0.833], [-1.862, -1.182, -0.006], [-0.989, -3.753, -0.208], [-2.003, -3.119, 1.077], [1.019, -3.178, 1.229], [-0.009, -4.466, 1.793], [-0.892, -1.878, 2.871], [-0.673, -3.430, 3.653], [0.940, -2.187, 4.731], [1.914, -2.887, 3.400], [1.894, -0.201, 4.025], [0.625, -0.244, 2.834], [2.179, -1.334, 1.251], [2.645, 0.269, 1.794], [4.974, 0.437, 2.506], [4.716, -0.379, 0.949], [5.762, -1.096, 2.150], [-0.437, 2.217, -0.604], [-1.640, 1.042, -0.200], [-2.563, 3.941, -2.652], [-0.943, 3.837, -2.057], [-2.845, 5.151, -0.754], [-1.540, 4.369, 0.112], [-3.898, 3.930, 1.052], [-4.193, 2.930, -0.364], [-2.914, 2.548, 0.769]], "forces_ev_per_a": [[-0.07, 0.15, -0.13], [-0.53, 0.52, -0.60], [0.53, 0.36, 0.19], [-0.17, -0.75, 0.43], [0.01, -0.66, 0.06], [0.07, 0.56, 0.20], [-0.04, -0.56, -0.01], [0.24, 0.63, 0.05], [-0.71, -0.24, -0.37], [0.79, -0.60, -0.47], [-0.94, 0.86, -0.02], [0.55, -0.22, -0.35], [-0.06, 0.33, 0.11], [-0.07, -0.21, -0.11], [-0.01, -0.04, 0.07], [-0.19, 0.53, -0.19], [-0.05, -0.26, -0.09], [0.47, -0.09, 0.06], [-0.15, -0.19, -0.40], [0.19, -0.12, 0.22], [-1.04, 0.46, -0.93], [0.34, -0.01, 1.03], [0.62, -0.66, 0.13], [0.06, 0.38, -0.36], [0.14, -0.36, 0.22], [0.16, -0.21, 0.10], [-0.05, 0.43, -0.15], [0.25, -0.05, -0.07], [-0.26, -0.11, -0.18], [-0.06, 0.23, 0.12], [-0.18, 0.23, -0.15], [-0.06, -0.12, -0.14], [-0.25, -0.27, 0.15], [0.25, 0.13, 0.08], [0.29, -0.26, 0.17], [-0.15, 0.31, 0.14], [-0.21, -0.01, 0.21], [0.29, -0.24, 0.26], [0.23, -0.26, 0.30], [0.00, 0.02, 0.35], [-0.32, 0.00, 0.08], [0.18, -0.14, -0.16], [-0.01, 0.27, -0.16], [-0.02, 0.19, -0.03], [-0.09, 0.06, -0.23], [0.15, -0.25, 0.18], [0.26, 0.05, 0.11], [0.01, -0.27, 0.15], [-0.42, -0.17, -0.19], [0.16, 0.20, 0.04], [0.01, 0.35, 0.05], [0.17, 0.13, 0.27], [-0.16, 0.30, 0.12], [-0.15, -0.02, -0.22], [0.01, -0.35, 0.05]], "nbo_charge": [0.316, -0.592, 0.146, -0.931, 1.487, -0.870, -0.389, -0.391, -0.398, -0.398, -0.403, -0.413, -0.056, -0.552, -0.245, -0.514, -0.554, -0.055, -0.436, -0.605, 0.662, -0.341, -0.336, -0.356, 0.171, 0.254, 0.252, 0.241, 0.233, 0.195, 0.199, 0.200, 0.199, 0.193, 0.207, 0.191, 0.207, 0.207, 0.214, 0.212, 0.195, 0.156, 0.172, 0.165, 0.169, 0.190, 0.210, 0.211, 0.193, 0.162, 0.209, 0.197, 0.211, 0.215, 0.197], "charge": 0, "smiles": "[H]/N=C\\C[Si@](CCCCCCCCOC)(COCCC)C(F)(F)F", "e_tot_ha": -1423.130542, "lumo_ev": 0.7}